(1)
{
  "formula": "C13H22N2O3",
  "method": "ωB97M-V/def2-TZVPD",
  "lumo_energy_ha": 0.0272,
  "smiles": "CCC1(CC)CC(=O)N(CC(=O)N(C)C)C(=O)C1",
  "relative_energy_kcal_mol": 62.92,
  "homo_lumo_gap_ha": 0.374,
  "molar_mass_g_mol": 254.330,
  "species": ["C", "C", "C", "C", "C", "C", "C", "O", "N", "C", "C", "O", "N", "C", "C", "C", "O", "C", "H", "H", "H", "H", "H", "H", "H", "H", "H", "H", "H", "H", "H", "H", "H", "H", "H", "H", "H", "H", "H", "H"],
  "xyz": [[-2.200, -2.658, -2.253], [-2.523, -1.261, -1.676], [-2.069, -0.927, -0.144], [-3.148, -1.550, 0.668], [-2.997, -1.756, 2.190], [-1.942, 0.671, 0.017], [-0.602, 1.369, -0.222], [-0.447, 2.500, 0.195], [0.467, 0.643, -0.734], [1.793, 1.187, -0.869], [2.683, 1.068, 0.395], [2.337, 0.160, 1.166], [3.676, 2.000, 0.681], [3.860, 3.160, -0.232], [4.472, 1.791, 1.864], [0.400, -0.771, -0.744], [1.146, -1.487, -1.509], [-0.637, -1.473, 0.167], [-2.548, -3.538, -1.664], [-1.178, -2.920, -2.471], [-2.765, -2.763, -3.224], [-2.180, -0.450, -2.277], [-3.613, -1.185, -1.831], [-4.063, -0.910, 0.654], [-3.462, -2.460, 0.079], [-3.915, -1.775, 2.719], [-2.450, -0.874, 2.601], [-2.488, -2.699, 2.414], [-2.570, 1.207, -0.701], [-2.152, 0.993, 1.049], [1.807, 2.239, -1.197], [2.374, 0.601, -1.599], [2.926, 3.783, -0.337], [4.650, 3.823, 0.244], [4.418, 2.974, -1.232], [4.989, 0.914, 2.010], [5.230, 2.488, 1.954], [3.748, 1.853, 2.715], [-0.400, -1.431, 1.243], [-0.628, -2.535, -0.107]],
  "nbo_charge": [-0.63, -0.40, -0.01, -0.40, -0.62, -0.51, 0.71, -0.59, -0.50, -0.31, 0.68, -0.63, -0.44, -0.43, -0.40, 0.75, -0.59, -0.53, 0.21, 0.23, 0.22, 0.20, 0.21, 0.21, 0.21, 0.22, 0.20, 0.21, 0.24, 0.25, 0.23, 0.26, 0.22, 0.22, 0.21, 0.21, 0.20, 0.21, 0.25, 0.24]
}


(2)
{
  "formula": "C3H4N5O2",
  "method": "ωB97M-V/def2-TZVPD",
  "lumo_energy_ha": 0.1519,
  "charge": -1,
  "smiles": "Cn1ncnc1N=[N+]([O-])[O-]",
  "relative_energy_kcal_mol": 19.89,
  "homo_lumo_gap_ha": 0.292,
  "molar_mass_g_mol": 142.098,
  "species": ["C", "N", "N", "C", "N", "C", "N", "N", "O", "O", "H", "H", "H", "H"],
  "xyz": [[1.107, 0.666, -1.024], [0.466, -0.453, -0.514], [0.576, -1.702, -0.902], [-0.423, -2.386, -0.402], [-1.261, -1.717, 0.460], [-0.959, -0.438, 0.436], [-1.369, 0.690, 0.975], [-0.707, 1.686, 1.503], [0.514, 1.506, 1.680], [-1.369, 2.696, 1.656], [0.463, 1.290, -1.758], [1.396, 1.263, -0.189], [1.961, 0.301, -1.589], [-0.393, -3.403, -0.330]],
  "nbo_charge": [-0.42, -0.26, -0.28, 0.07, -0.55, 0.54, -0.49, 0.62, -0.53, -0.47, 0.17, 0.24, 0.19, 0.16]
}


(3)
{
  "formula": "C6H14GaO4",
  "method": "ωB97M-V/def2-TZVPD",
  "lumo_energy_ha": 0.1017,
  "charge": -1,
  "homo_lumo_gap_ha": 0.249,
  "molar_mass_g_mol": 219.897,
  "species": ["C", "C", "Ga", "O", "H", "H", "H", "H", "H", "H", "C", "C", "O", "C", "O", "O", "C", "H", "H", "H", "H", "H", "H", "H", "H"],
  "xyz": [[0.637, -0.858, -3.806], [-0.370, -1.130, -2.949], [-2.337, -0.951, -3.543], [-2.525, 0.914, -3.832], [0.590, -1.183, -4.840], [1.489, -0.262, -3.470], [-0.110, -1.374, -1.916], [-3.263, -1.442, -2.315], [-2.628, -1.763, -4.905], [-1.783, 1.331, -3.392], [1.355, 0.211, 4.591], [1.611, -0.692, 3.403], [0.541, -0.635, 2.457], [0.559, 0.426, 1.641], [1.397, 1.293, 1.641], [-0.497, 0.352, 0.849], [-0.646, 1.453, -0.055], [0.386, -0.015, 5.038], [2.132, 0.079, 5.345], [1.343, 1.257, 4.287], [1.660, -1.732, 3.725], [2.556, -0.452, 2.916], [0.264, 1.616, -0.626], [-0.912, 2.354, 0.499], [-1.450, 1.202, -0.742]],
  "lowdin_charge": [-0.17, -0.31, 0.20, -0.41, 0.02, 0.01, 0.00, -0.12, -0.12, -0.07, -0.07, -0.22, 0.03, -0.61, 0.11, 0.02, -0.03, 0.08, 0.07, 0.07, 0.12, 0.12, 0.10, 0.10, 0.09]
}